{
  "formula": "C10H16S",
  "method": "ωB97M-V/def2-TZVPD",
  "s_squared": 0.754,
  "spin_multiplicity": 2,
  "total_charge": 1,
  "orbital_gap_ev": [8.8923, 4.0426],
  "lumo_ev": [-3.27, -8.11],
  "e_above_lowest_kcal_mol": 60.7,
  "homo_ev": [-12.17, -12.15],
  "symbols": ["C", "C", "C", "S", "H", "H", "H", "H", "H", "H", "H", "H", "C", "C", "C", "C", "C", "C", "C", "H", "H", "H", "H", "H", "H", "H", "H"],
  "xyz": [[0.287943, -2.353424, -0.489089], [-0.815185, -2.645621, -1.515573], [2.699624, -1.451976, 0.247423], [1.947317, -1.868659, -1.275270], [0.026725, -1.384308, 0.092130], [0.455402, -3.237565, 0.163809], [-1.036465, -1.884311, -2.199803], [-1.908120, -2.958404, -1.036572], [2.349845, -2.017831, 1.074306], [3.862070, -1.720865, 0.338847], [2.652886, -0.205546, 0.527550], [-0.584842, -3.584054, -2.064673], [-1.790095, 1.259025, -1.378799], [0.318991, 1.024303, -0.100229], [-0.985450, 1.634591, -0.125771], [1.015581, 1.424483, 1.039193], [0.380105, 1.985760, 2.125743], [-1.656530, 2.349354, 0.891823], [-0.862500, 2.549813, 2.026369], [0.619620, 0.429122, -0.939794], [2.095374, 1.211530, 0.956746], [-2.853648, 1.847391, -1.270345], [-2.037986, 0.221096, -1.680440], [0.960040, 1.873614, 3.104207], [-2.688030, 2.717618, 0.881916], [-1.190889, 3.130190, 2.892203], [-1.261772, 1.654662, -2.285900]],
  "forces_ev_per_angstrom": [[-0.853, 1.252, -0.189], [-1.925, -3.102, 1.483], [3.789, 2.396, 0.915], [-1.226, -0.328, 1.283], [0.579, -1.621, -0.495], [0.208, 0.801, -0.237], [-0.012, 1.249, -0.897], [3.006, 1.079, -0.601], [-1.141, -0.240, 0.653], [-2.273, 0.838, -1.033], [-0.126, -3.512, -0.970], [0.058, 0.681, 0.099], [-2.412, 2.478, -0.720], [-2.550, 3.341, 2.096], [-1.713, -2.599, -1.927], [1.102, -1.961, -1.786], [2.282, -0.250, 1.786], [2.310, -0.338, -0.017], [-0.847, 0.190, 0.898], [0.483, 0.150, -0.267], [-0.309, 0.329, 1.106], [2.540, -1.538, -0.703], [0.330, 0.268, 1.005], [-0.952, 1.051, -1.375], [0.548, -0.228, -0.533], [-0.312, -0.369, -0.275], [-0.587, -0.016, 0.703]]
}

{
  "formula": "C10H17AgF2N3O5S",
  "method": "ωB97M-V/def2-TZVPD",
  "total_charge": 1,
  "orbital_gap_ev": 5.6336,
  "lumo_ev": -6.46,
  "homo_ev": -12.09,
  "symbols": ["C", "C", "N", "C", "C", "N", "C", "C", "C", "S", "O", "O", "O", "C", "N", "C", "O", "F", "C", "O", "F", "H", "H", "H", "H", "H", "H", "H", "H", "H", "H", "H", "H", "H", "H", "H", "H", "H", "Ag"],
  "xyz": [[3.262740, 1.625907, 0.000706], [2.462058, 0.634115, 0.875567], [1.435823, -0.125774, 0.160585], [2.020812, -0.928610, -0.923217], [1.595320, -2.367122, -0.845258], [2.438980, -3.258631, -1.108933], [0.375790, 0.761486, -0.278922], [-1.012230, 0.123294, -0.170165], [-1.234549, -0.594380, 1.181133], [-0.641687, 0.166439, 2.722254], [0.531611, -0.526449, 3.121757], [-1.724818, 0.057954, 3.646271], [-1.034287, -0.821331, -1.220079], [-2.151378, -1.665802, -1.223161], [-2.117857, 1.078275, -0.472988], [-2.236617, 2.127126, 0.473683], [-2.901418, 1.970824, 1.463005], [-1.594902, 3.239893, 0.271007], [-2.112104, 1.515992, -1.836324], [-1.499851, 2.429079, -2.306386], [-2.915882, 0.771071, -2.566699], [3.005986, 1.568873, -1.049091], [4.316515, 1.385308, 0.056909], [3.175631, 2.650284, 0.333668], [3.157915, -0.030163, 1.363426], [1.984689, 1.184707, 1.675147], [1.874569, -0.504209, -1.915323], [3.089428, -0.966349, -0.762307], [0.575273, -2.611461, -0.553420], [2.020127, -4.179137, -1.009921], [0.496639, 1.018910, -1.330829], [0.438421, 1.687922, 0.283761], [-2.302481, -0.726833, 1.367837], [-0.751013, -1.559020, 1.133257], [-0.395284, 1.474310, 2.433510], [-3.040751, -1.158502, -0.791200], [-1.985490, -2.624596, -0.738068], [-2.406072, -1.878587, -2.251127], [-4.199656, -0.944815, 0.789936]],
  "forces_ev_per_angstrom": [[0.238, -0.339, 0.212], [0.291, 0.630, -0.253], [-0.255, 0.239, -0.203], [0.013, -0.263, 0.749], [0.054, 0.135, -0.249], [0.170, -0.400, -0.029], [0.239, -0.212, -0.234], [0.865, -0.953, 0.162], [0.049, 1.047, -0.513], [-0.213, -1.603, 1.244], [1.026, 0.394, -0.539], [-0.968, 0.739, -0.263], [-0.462, 0.307, 0.363], [-0.165, -0.571, -0.524], [-0.055, 0.746, -0.272], [-1.446, -0.576, 1.718], [0.561, -0.044, -0.748], [0.275, 0.144, -0.524], [1.561, 1.765, -1.088], [-1.010, -1.310, 0.833], [-0.323, -0.359, 0.035], [-0.216, 0.058, -0.245], [0.277, -0.021, -0.027], [-0.205, 0.276, 0.031], [-0.029, -0.511, 0.092], [-0.205, 0.024, 0.284], [-0.281, 0.056, -0.161], [0.329, 0.048, -0.108], [-0.210, 0.161, 0.096], [0.107, -0.195, -0.058], [-0.067, 0.280, -0.198], [-0.225, 0.187, 0.118], [0.140, 0.011, 0.308], [0.300, -0.169, 0.148], [0.013, -0.139, -0.103], [0.094, -0.032, -0.409], [0.197, -0.007, 0.356], [-0.113, 0.030, -0.282], [-0.350, 0.429, 0.281]]
}

{
  "formula": "C10H17BBaF2I2N2O5P",
  "method": "ωB97M-V/def2-TZVPD",
  "total_charge": 1,
  "orbital_gap_ev": 5.4896,
  "lumo_ev": -5.29,
  "homo_ev": -10.78,
  "symbols": ["C", "B", "O", "P", "C", "I", "C", "C", "I", "N", "C", "C", "O", "C", "C", "O", "N", "C", "O", "F", "C", "O", "F", "H", "H", "H", "H", "H", "H", "H", "H", "H", "H", "H", "H", "H", "H", "H", "H", "H", "Ba"],
  "xyz": [[-1.781738, 1.442907, 2.447686], [-0.744256, 0.269615, 2.221773], [-0.422242, -0.431573, 3.321681], [0.078348, -0.359610, 0.529344], [-1.240915, 0.668260, -0.484409], [-0.742123, 0.909521, -2.611385], [-2.645347, 0.052455, -0.405107], [-3.717434, 1.077258, -0.803708], [-2.998532, -1.700437, -1.583094], [0.821777, -1.094970, -1.061101], [2.213948, -0.894863, -1.153560], [2.854729, 0.249046, -1.945912], [3.010402, -1.622808, -0.587788], [0.630019, -2.523562, -1.249795], [0.662647, -3.531160, -0.145984], [0.520780, -2.896251, -2.402437], [1.403876, 0.986415, 0.415409], [2.501626, 0.799398, 1.282627], [2.560865, 0.360411, 2.378362], [3.609083, 1.235906, 0.665803], [1.061401, 2.328180, 0.410726], [0.712697, 2.974281, -0.564341], [1.103891, 2.915447, 1.609296], [-1.620566, 2.328878, 1.850325], [-1.718849, 1.759440, 3.480102], [-2.795871, 1.080960, 2.312356], [0.338689, -1.002869, 3.174151], [1.003553, -1.175075, 1.265100], [-0.883658, -1.446219, 0.529373], [-1.400612, 1.690966, -0.171765], [-2.837452, -0.226056, 0.617279], [-4.660078, 0.795568, -0.362708], [-3.467151, 2.072806, -0.460912], [-3.857662, 1.080919, -1.871431], [2.327336, 1.202515, -1.897881], [3.042546, -0.104513, -2.963917], [3.820754, 0.388973, -1.496787], [0.167137, -4.428459, -0.459486], [1.701520, -3.752570, 0.046430], [0.240755, -3.160702, 0.774272], [1.146109, 1.681573, -4.648586]],
  "forces_ev_per_angstrom": [[0.329, -0.351, 0.249], [-0.252, 0.772, 0.023], [0.188, -0.047, 0.036], [-1.537, -1.568, 0.393], [-0.327, -0.935, 0.320], [-1.191, 0.045, 0.329], [-0.153, 0.922, -0.891], [0.110, -0.470, 0.164], [0.125, -0.229, 0.266], [0.850, -0.147, 0.091], [0.533, -0.119, 0.557], [-0.428, -0.112, -0.146], [-0.337, 0.066, -0.377], [-0.365, -0.432, -1.298], [-0.053, 0.572, 0.240], [0.115, 0.332, 0.502], [0.615, 1.497, 0.787], [-0.035, -0.373, 0.826], [-0.204, -0.046, -0.486], [0.385, 0.288, -0.025], [-0.626, 0.620, -2.226], [0.477, -0.889, 1.554], [0.214, -0.022, -0.106], [-0.089, 0.217, -0.370], [0.013, 0.051, 0.363], [-0.317, 0.069, -0.148], [0.143, -0.324, 0.107], [0.200, 0.247, -0.079], [0.189, 0.158, -0.179], [0.450, 0.322, -0.068], [0.304, -0.337, 0.341], [-0.389, -0.086, 0.112], [0.104, 0.277, 0.143], [-0.010, 0.212, -0.441], [-0.283, 0.018, -0.054], [-0.101, -0.123, -0.297], [0.423, 0.174, -0.006], [-0.289, -0.364, -0.215], [0.431, -0.041, 0.045], [-0.139, 0.022, 0.273], [0.928, 0.134, -0.312]]
}

no.,E (eV)
1,-21453.660
2,-45611.417
3,-56150.451